A cluster of 6 separate species, C36H83FO17Si in total, computed with ωB97M-V/def2-TZVPD.

Computed properties:
frontier orbital gap: 9.44 eV
E_HOMO: -8.940 eV
total charge: 0
energy: -3089.63926 hartree
LUMO level: 0.0182 hartree
relative energy (zero: lowest compared OMol25 entry of this formula, charge and spin): 31.1 kJ/mol

Element x y z (Å)
C -3.95 -0.68 -1.40
C -4.08 0.56 -2.23
O -3.72 0.57 -3.39
O -4.54 1.70 -1.62
C -5.94 1.94 -1.80
C -6.81 1.15 -0.84
C -8.29 1.11 -1.25
C -8.74 -0.15 -1.98
Si -7.87 -0.62 -3.57
F -8.67 0.07 -4.78
H -4.09 -0.52 -0.34
H -4.71 -1.38 -1.73
H -2.99 -1.14 -1.55
H -6.22 1.82 -2.84
H -6.07 2.99 -1.57
H -6.73 1.63 0.12
H -6.47 0.13 -0.71
H -8.85 1.14 -0.32
H -8.58 2.01 -1.78
H -8.72 -1.01 -1.32
H -9.78 0.00 -2.27
H -6.45 -0.28 -3.62
H -7.99 -2.08 -3.78
C -1.16 1.21 0.00
O -0.25 0.20 0.34
C 1.09 0.65 0.46
C 1.87 -0.19 1.44
O 1.56 0.06 2.80
C 0.32 -0.39 3.31
C 0.23 -1.89 3.53
O 0.08 -2.58 2.29
C 0.69 -3.85 2.29
H -1.01 1.56 -1.03
H -2.16 0.78 0.08
H -1.10 2.06 0.69
H 1.12 1.70 0.78
H 1.57 0.57 -0.53
H 2.92 0.07 1.34
H 1.77 -1.26 1.20
H -0.51 -0.03 2.71
H 0.24 0.07 4.30
H -0.65 -2.10 4.15
H 1.12 -2.23 4.06
H 1.74 -3.78 2.59
H 0.64 -4.24 1.28
H 0.16 -4.54 2.96
C 2.47 -4.53 -3.65
O 1.40 -3.73 -4.08
C 0.13 -4.35 -4.01
C -0.94 -3.30 -3.79
O -0.97 -2.79 -2.47
C 0.10 -1.96 -2.04
C 0.11 -0.58 -2.65
O 0.53 -0.59 -4.01
C -0.09 0.44 -4.74
H 2.70 -5.32 -4.36
H 3.33 -3.87 -3.56
H 2.27 -4.97 -2.66
H 0.10 -5.08 -3.20
H -0.06 -4.87 -4.96
H -1.91 -3.78 -3.94
H -0.85 -2.50 -4.52
H 1.06 -2.46 -2.19
H -0.05 -1.84 -0.97
H 0.81 0.04 -2.07
H -0.89 -0.14 -2.56
H -1.18 0.38 -4.64
H 0.16 0.32 -5.80
H 0.25 1.42 -4.41
C -3.87 -1.36 10.32
O -4.20 -1.71 8.99
C -3.86 -0.71 8.05
C -3.58 -1.31 6.69
O -2.32 -1.97 6.58
C -2.15 -3.21 7.24
C -2.88 -4.37 6.59
O -4.28 -4.32 6.84
C -5.05 -4.84 5.79
H -4.52 -0.55 10.69
H -4.02 -2.24 10.94
H -2.83 -1.05 10.40
H -2.98 -0.15 8.39
H -4.70 -0.02 7.96
H -3.52 -0.48 5.98
H -4.39 -1.96 6.37
H -2.39 -3.14 8.30
H -1.09 -3.42 7.16
H -2.49 -5.31 7.00
H -2.69 -4.35 5.51
H -4.81 -4.36 4.84
H -6.10 -4.63 6.02
H -4.92 -5.92 5.69
C 3.58 0.63 -4.48
O 4.04 0.28 -3.19
C 4.19 -1.12 -3.02
C 5.27 -1.43 -2.00
O 6.59 -1.25 -2.47
C 7.08 0.07 -2.65
C 7.39 0.80 -1.36
O 6.21 1.22 -0.69
C 6.34 1.23 0.71
H 2.54 0.31 -4.63
H 3.64 1.71 -4.57
H 4.21 0.18 -5.26
H 4.45 -1.60 -3.97
H 3.24 -1.53 -2.67
H 5.19 -2.50 -1.78
H 5.09 -0.88 -1.08
H 6.41 0.66 -3.28
H 8.02 -0.05 -3.19
H 7.99 1.69 -1.60
H 7.99 0.14 -0.72
H 6.68 0.25 1.08
H 5.35 1.43 1.13
H 7.03 2.01 1.04
C 5.43 6.42 0.76
O 4.33 6.20 -0.10
C 4.13 7.24 -1.03
C 3.47 6.73 -2.29
O 4.33 6.01 -3.16
C 4.72 4.70 -2.78
C 3.64 3.65 -2.93
O 2.67 3.76 -1.90
C 1.38 3.38 -2.32
H 5.23 7.24 1.46
H 5.60 5.51 1.32
H 6.34 6.65 0.19
H 5.08 7.72 -1.29
H 3.48 8.00 -0.57
H 3.17 7.61 -2.87
H 2.57 6.17 -2.06
H 5.15 4.68 -1.78
H 5.52 4.44 -3.49
H 4.10 2.66 -2.87
H 3.17 3.76 -3.92
H 1.07 3.94 -3.21
H 0.69 3.63 -1.51
H 1.33 2.31 -2.52